P:
Entry from the OMol25 dataset: a cluster of 17 separate species, H35O17 in total (the ωB97M-V functional and the def2-TZVPD basis).

```
52
H35O17 (the ωB97M-V functional and the def2-TZVPD basis)
O 1.158 -0.181 -2.203
H 1.103 1.694 3.111
H 0.713 0.568 -2.641
O 1.060 2.645 2.974
H -0.533 -0.882 3.914
H -2.697 0.710 -2.372
O -3.687 -2.074 -2.403
H -3.186 -2.614 -1.773
H 0.957 -1.905 0.896
O -2.030 1.867 4.322
H -2.356 1.614 5.189
H 3.065 -1.868 -3.971
O 0.977 -1.634 -0.031
H 2.711 -3.822 -2.423
O 0.297 0.955 0.615
H 0.228 0.512 1.458
H 4.645 2.681 1.130
O -2.045 -1.448 0.561
H -4.272 -2.690 2.392
H 3.336 1.590 1.318
O 2.089 -3.868 -1.613
H 1.176 -0.074 -1.225
H 1.261 -3.620 -2.063
O -0.455 -1.586 3.264
H -2.224 1.972 -2.028
H 0.458 -1.791 3.063
O 3.914 3.150 0.708
H -2.050 -1.400 1.570
H 4.220 4.065 0.703
O -1.797 2.765 -0.227
H -1.015 0.480 -1.399
H 1.470 2.866 -3.146
O 2.834 0.770 1.315
H -1.747 3.691 -0.497
H 2.416 0.387 0.544
O -1.310 -0.452 -1.519
H -0.573 -0.740 -2.254
H -3.983 -2.711 -3.060
O 1.745 2.335 -2.361
H -2.822 -2.057 0.565
H -0.134 1.816 0.489
O 2.909 -2.188 -3.077
H -1.308 -1.016 -0.513
H 1.509 2.710 2.119
O -2.547 1.541 -2.852
H 2.527 1.829 -2.599
H -1.965 2.801 4.127
O -3.490 -3.010 1.938
H -2.816 -3.363 2.525
H 1.588 -2.298 -0.456
H -2.551 2.787 0.381
H 3.227 -1.507 -2.482
```

Results
* HOMO: -13.150 eV
* orbital gap: 0.385 Ha
* net charge: +1
* multiplicity: 1

Charges per atom according to natural (NBO) partitioning, unit e: number 1, O, carries -0.990; number 2, H, carries 0.462; number 3, H, carries 0.492; number 4, O, carries -0.940; number 5, H, carries 0.501; number 6, H, carries 0.471; number 7, O, carries -0.938; number 8, H, carries 0.458; number 9, H, carries 0.474; number 10, O, carries -0.982; number 11, H, carries 0.488; number 12, H, carries 0.482; number 13, O, carries -0.997; number 14, H, carries 0.512; number 15, O, carries -1.011; number 16, H, carries 0.492; number 17, H, carries 0.473; number 18, O, carries -0.968; number 19, H, carries 0.504; number 20, H, carries 0.498; number 21, O, carries -0.972; number 22, H, carries 0.523; number 23, H, carries 0.463; number 24, O, carries -0.979; number 25, H, carries 0.460; number 26, H, carries 0.484; number 27, O, carries -0.953; number 28, H, carries 0.541; number 29, H, carries 0.495; number 30, O, carries -0.972; number 31, H, carries 0.535; number 32, H, carries 0.485; number 33, O, carries -1.012; number 34, H, carries 0.496; number 35, H, carries 0.498; number 36, O, carries -0.882; number 37, H, carries 0.566; number 38, H, carries 0.482; number 39, O, carries -0.961; number 40, H, carries 0.531; number 41, H, carries 0.517; number 42, O, carries -0.957; number 43, H, carries 0.578; number 44, H, carries 0.478; number 45, O, carries -0.938; number 46, H, carries 0.485; number 47, H, carries 0.495; number 48, O, carries -0.980; number 49, H, carries 0.505; number 50, H, carries 0.520; number 51, H, carries 0.498; number 52, H, carries 0.489

=====

Q:
Entry from the OMol25 dataset: a structure of composition H35O17 (the ωB97M-V functional and the def2-TZVPD basis).

```
52
H35O17 (the ωB97M-V functional and the def2-TZVPD basis)
O 0.696 -0.638 4.406
H 0.588 -0.192 3.497
H 1.580 -0.252 4.641
O -0.860 -1.178 -0.783
H -0.927 -0.230 -0.458
H -0.418 -0.895 -1.648
O -1.504 1.549 -3.458
H -2.173 2.072 -3.767
H -1.617 0.639 -3.646
O 0.900 -0.076 0.602
H 1.401 0.265 -0.092
H -0.619 -3.158 3.330
O 2.069 -2.043 2.662
H 1.824 -1.708 1.756
O -5.181 -0.958 -1.352
H -5.338 -1.028 -0.449
H -5.431 -0.079 -1.645
O 0.126 -3.316 0.144
H 0.081 -2.462 -0.155
H -0.525 -3.756 -0.501
O -0.592 -2.234 3.327
H 0.528 -1.859 4.040
H -0.227 -1.844 2.370
O -3.036 1.396 0.364
H 1.754 2.635 2.416
H -2.303 0.949 0.364
O 0.124 -0.462 -3.668
H 0.873 -1.023 -3.764
H 0.685 0.248 -3.405
O 3.816 -0.401 -0.734
H 4.266 -0.888 -1.426
H 4.434 0.244 -0.312
O 2.189 0.990 -2.588
H 2.914 1.184 -1.922
H 2.153 1.772 -3.137
O -3.555 -1.268 1.773
H -3.097 -0.619 1.248
H -4.037 -0.809 2.379
O 0.885 3.836 -0.273
H 0.151 4.151 -0.885
H 0.770 2.768 1.140
O 3.001 -3.717 0.764
H 3.264 -4.171 -0.100
H 2.090 -3.671 0.657
O 1.249 2.070 1.790
H 0.649 0.552 1.184
H 1.214 4.837 -0.139
O -1.104 4.799 -2.108
H -1.209 4.108 -2.721
H -2.159 4.992 -1.880
H 3.027 -2.508 2.639
H -3.389 1.390 -0.481
```

Results
* HOMO: -13.385 eV
* orbital gap: 0.385 Ha
* net charge: +1
* multiplicity: 1

Charges per atom according to natural (NBO) partitioning, unit e: number 1, O, carries -0.853; number 2, H, carries 0.520; number 3, H, carries 0.532; number 4, O, carries -0.963; number 5, H, carries 0.464; number 6, H, carries 0.500; number 7, O, carries -0.969; number 8, H, carries 0.465; number 9, H, carries 0.503; number 10, O, carries -0.981; number 11, H, carries 0.499; number 12, H, carries 0.522; number 13, O, carries -1.049; number 14, H, carries 0.513; number 15, O, carries -0.937; number 16, H, carries 0.476; number 17, H, carries 0.462; number 18, O, carries -0.991; number 19, H, carries 0.488; number 20, H, carries 0.491; number 21, O, carries -0.877; number 22, H, carries 0.589; number 23, H, carries 0.544; number 24, O, carries -0.910; number 25, H, carries 0.489; number 26, H, carries 0.439; number 27, O, carries -0.959; number 28, H, carries 0.476; number 29, H, carries 0.489; number 30, O, carries -0.966; number 31, H, carries 0.490; number 32, H, carries 0.485; number 33, O, carries -0.987; number 34, H, carries 0.508; number 35, H, carries 0.483; number 36, O, carries -0.935; number 37, H, carries 0.465; number 38, H, carries 0.465; number 39, O, carries -0.990; number 40, H, carries 0.515; number 41, H, carries 0.532; number 42, O, carries -0.968; number 43, H, carries 0.476; number 44, H, carries 0.486; number 45, O, carries -1.038; number 46, H, carries 0.480; number 47, H, carries 0.487; number 48, O, carries -0.950; number 49, H, carries 0.478; number 50, H, carries 0.493; number 51, H, carries 0.541; number 52, H, carries 0.477

=====

Energy ordering: P at the bottom, the next structure 52.9 kcal/mol above.

=====

P:
Entry from the OMol25 dataset: the molecule C3H4OS2 (the ωB97M-V functional and the def2-TZVPD basis).

```
10
C3H4OS2 (the ωB97M-V functional and the def2-TZVPD basis)
S 3.286 -0.599 0.187
C 1.602 -0.481 -0.116
O 0.692 -0.729 0.832
C -0.551 -0.085 0.779
C -0.919 0.363 -0.737
S 0.701 0.264 -1.581
H -0.478 0.826 1.549
H -1.295 -0.869 0.996
H -1.718 -0.244 -1.353
H -1.320 1.554 -0.555
```

Results
* SMILES string: S=C1OCCS1
* HOMO: -8.865 eV
* orbital gap: 0.328 Ha
* multiplicity: 1

Charges per atom according to natural (NBO) partitioning, unit e: number 1, S, carries -0.074; number 2, C, carries 0.100; number 3, O, carries -0.502; number 4, C, carries -0.085; number 5, C, carries -0.600; number 6, S, carries 0.248; number 7, H, carries 0.212; number 8, H, carries 0.213; number 9, H, carries 0.247; number 10, H, carries 0.242

=====

Q:
Entry from the OMol25 dataset: the molecule C3H4OS2 (the ωB97M-V functional and the def2-TZVPD basis).

```
10
C3H4OS2 (the ωB97M-V functional and the def2-TZVPD basis)
S 2.736 -0.100 -0.262
C 1.140 0.153 0.103
C 0.250 -1.166 0.251
S -1.495 -0.593 -0.228
C -1.132 1.055 -0.165
O 0.425 1.247 0.268
H 0.604 -2.049 -0.351
H 0.456 -1.654 1.258
H -1.747 1.723 0.397
H -1.236 1.386 -1.270
```

Results
* SMILES string: S=C1CSCO1
* HOMO: -8.727 eV
* orbital gap: 0.318 Ha
* multiplicity: 1

Charges per atom according to natural (NBO) partitioning, unit e: number 1, S, carries -0.058; number 2, C, carries 0.242; number 3, C, carries -0.591; number 4, S, carries 0.209; number 5, C, carries -0.258; number 6, O, carries -0.483; number 7, H, carries 0.258; number 8, H, carries 0.249; number 9, H, carries 0.220; number 10, H, carries 0.211

=====

Energy ordering: P at the bottom, the next structure 5.5 kcal/mol above.

=====

P:
Entry from the OMol25 dataset: a cluster of 2 separate species, C6H15N in total (the ωB97M-V functional and the def2-TZVPD basis).

```
22
C6H15N (the ωB97M-V functional and the def2-TZVPD basis)
C 0.865 1.138 -1.829
C 0.040 2.068 -2.767
C -0.010 0.224 -0.988
N 0.776 -0.531 -0.018
C -0.148 -1.456 0.603
C 0.053 -1.690 2.096
C 0.067 -0.306 2.808
H 1.569 0.503 -2.370
H 1.523 1.744 -1.182
H 0.059 3.066 -2.457
H 0.380 2.006 -3.807
H -1.014 1.753 -2.794
H -0.517 -0.463 -1.694
H -0.845 0.873 -0.516
H -2.074 -1.014 0.599
H -0.148 -2.417 0.111
H -1.141 -1.063 0.456
H -0.696 -2.316 2.548
H 1.024 -2.202 2.220
H 0.230 -0.418 3.908
H -0.879 0.228 2.652
H 0.885 0.272 2.421
```

Results
* HOMO (spin up / spin down): -15.194 / -15.378 eV
* orbital gap (spin up / spin down): 0.284 / 0.285 Ha
* net charge: +1
* multiplicity: 2

Charges per atom according to natural (NBO) partitioning, unit e: number 1, C, carries -0.417; number 2, C, carries -0.612; number 3, C, carries -0.333; number 4, N, carries -0.019; number 5, C, carries -0.061; number 6, C, carries -0.430; number 7, C, carries -0.620; number 8, H, carries 0.222; number 9, H, carries 0.225; number 10, H, carries 0.227; number 11, H, carries 0.237; number 12, H, carries 0.199; number 13, H, carries 0.239; number 14, H, carries 0.231; number 15, H, carries 0.459; number 16, H, carries 0.281; number 17, H, carries -0.031; number 18, H, carries 0.242; number 19, H, carries 0.274; number 20, H, carries 0.254; number 21, H, carries 0.206; number 22, H, carries 0.227

=====

Q:
Entry from the OMol25 dataset: a structure of composition C6H15N (the ωB97M-V functional and the def2-TZVPD basis).

```
22
C6H15N (the ωB97M-V functional and the def2-TZVPD basis)
C 0.382 1.361 1.468
C 1.418 2.097 0.561
C -0.766 0.716 0.970
N -0.925 0.188 -0.345
C 0.713 -0.478 -1.893
C 0.196 -0.812 -0.478
C -0.290 -2.269 -0.402
H -1.758 0.830 1.483
H 0.472 1.743 2.457
H 0.889 2.442 -0.341
H 2.227 1.462 0.173
H 1.735 2.975 1.153
H -4.810 -2.863 1.362
H -4.594 -2.396 0.853
H -0.001 0.034 1.587
H 1.639 -1.131 -2.029
H 1.154 0.546 -1.792
H 0.010 -0.579 -2.722
H 1.024 -0.556 0.262
H -0.865 -2.368 0.514
H 0.489 -3.013 -0.662
H -1.053 -2.137 -1.238
```

Results
* HOMO (spin up / spin down): -14.682 / -15.655 eV
* orbital gap (spin up / spin down): 0.335 / 0.342 Ha
* net charge: +1
* multiplicity: 2

Charges per atom according to Mulliken partitioning, unit e: number 1, C, carries -0.151; number 2, C, carries -1.005; number 3, C, carries -0.191; number 4, N, carries -0.283; number 5, C, carries -1.234; number 6, C, carries 0.459; number 7, C, carries -1.249; number 8, H, carries 0.434; number 9, H, carries 0.509; number 10, H, carries 0.383; number 11, H, carries 0.308; number 12, H, carries 0.352; number 13, H, carries 0.076; number 14, H, carries -0.076; number 15, H, carries 0.400; number 16, H, carries 0.358; number 17, H, carries 0.279; number 18, H, carries 0.358; number 19, H, carries 0.244; number 20, H, carries 0.344; number 21, H, carries 0.336; number 22, H, carries 0.347

=====

Energy ordering: Q at the bottom, the next structure 5.6 kcal/mol above.